[1]
# C29H28MnN3PSe2

C29H28MnN3PSe2 as an isolated structure (ωB97M-V with the def2-TZVPD basis set, the Open Molecules 2025 dataset).

Last column: natural (NBO) charge in e.
Positions of all 64 atoms, in Å:
H -1.7356 -0.2723 2.1574  0.411
C 2.5915 -2.3897 2.4894  -0.352
C 3.9250 -1.5466 4.3003  -0.205
N -0.6353 1.5250 -1.1524  -0.430
C -2.2506 -0.7893 -0.7544  -0.239
H -1.9072 2.9424 2.8001  0.215
C -2.6682 3.2678 -3.6291  -0.654
C 2.4898 -5.2484 -1.7749  -0.203
Se -0.3449 -2.4592 0.9421  -0.295
H -0.8284 1.0578 2.3892  0.398
C 2.4647 -3.6125 3.1513  -0.203
C -2.6416 2.6878 2.0437  -0.241
C -2.2331 -1.7965 -1.7181  -0.290
H 4.3791 -6.0159 -2.4285  0.227
Mn -0.4239 -0.2138 -0.0859  1.095
H 1.9127 -5.9244 -2.3914  0.226
C -4.5117 1.9974 0.1563  -0.187
H 0.7566 -4.2920 -0.9390  0.231
C 4.6183 -4.4395 -0.9936  -0.187
H 3.4150 -0.4076 2.5525  0.235
C -1.0241 3.6768 -1.6341  -0.331
C -3.4491 -0.1906 -0.3511  -0.146
C 3.7978 -2.7600 4.9571  -0.176
C -4.6382 -0.7383 -0.8471  -0.182
P 1.8101 -2.2242 0.8807  1.027
N -1.4975 1.6284 -2.1929  -0.324
H 4.5587 -2.8637 0.4510  0.227
C 3.0649 -3.7939 4.3834  -0.188
H -5.5658 -2.1629 -2.1413  0.228
C -4.5990 3.2267 0.7862  -0.211
C -2.5566 1.4578 1.4057  0.124
H -5.5913 -0.3561 -0.5051  0.222
C 0.5560 3.1190 0.3376  -0.658
C -3.4983 1.0763 0.4420  -0.001
H -5.3990 3.9068 0.5278  0.228
H 1.0116 2.2327 0.7749  0.224
C 3.8740 -5.3003 -1.7934  -0.176
Se 2.1192 -0.2488 0.0131  -0.403
C 1.8383 -4.3317 -0.9605  -0.206
C 3.3188 -1.3560 3.0654  -0.205
N -1.4441 0.6008 1.7230  -0.876
H -1.8863 0.7850 -2.5860  0.434
C -3.4262 -2.2720 -2.2507  -0.195
H 2.9670 -4.7408 4.8968  0.228
H -3.6231 2.7490 -3.5396  0.237
H 0.0000 3.6506 1.1119  0.238
H -0.9951 4.7522 -1.6013  0.246
C -4.6274 -1.7653 -1.7783  -0.202
H -2.2282 3.0128 -4.5936  0.244
C -3.6558 3.5778 1.7382  -0.183
H 4.2709 -2.9056 5.9191  0.228
H -5.2362 1.7518 -0.6081  0.219
H 1.3584 3.7774 0.0055  0.250
H -2.8588 4.3379 -3.6166  0.245
H 5.6988 -4.4839 -1.0048  0.227
C 3.9757 -3.5282 -0.1765  -0.203
C -1.7541 2.9015 -2.5133  0.235
H 4.4972 -0.7440 4.7459  0.227
C -0.3465 2.7850 -0.7991  0.223
H 1.9012 -4.4245 2.7049  0.227
C 2.5806 -3.4700 -0.1627  -0.350
H -3.7076 4.5330 2.2429  0.228
H -3.4200 -3.0538 -2.9992  0.227
H -1.2954 -2.2290 -2.0492  0.220

Results
* energy above the lowest of the compared OMol25 structures with the same formula, charge and spin: 0.0 kcal/mol
* HOMO-LUMO gap (alpha / beta): 7.51 / 8.59 eV
* spin multiplicity: 5
* total charge: +1
* largest force on an atom: 0.46 eV/Å



[2]
# FHOS

A 2-piece molecular cluster, FHOS overall (ωB97M-V with the def2-TZVPD basis set, the Open Molecules 2025 dataset).

Last column: natural (NBO) charge in e.
Positions of all 4 atoms, in Å:
O -0.6561 -0.9266 0.1797  -0.714
F 0.8266 1.3492 0.3991  -0.573
H -0.1526 1.2089 0.3687  0.571
S -0.0178 -1.6315 -0.9474  0.715

Results
* structure (SMILES): O=S.F
* energy above the lowest of the compared OMol25 structures with the same formula, charge and spin: 14.1 kcal/mol
* HOMO-LUMO gap (alpha / beta): 7.84 / 7.75 eV
* largest force on an atom: 2.98 eV/Å



[3]
# C3H8F2N2

A single C3H8F2N2 molecule (ωB97M-V with the def2-TZVPD basis set, the Open Molecules 2025 dataset).

Last column: natural (NBO) charge in e.
Positions of all 15 atoms, in Å:
C -0.7046 -0.3466 0.5541  0.672
H 0.7388 -2.0147 1.4074  0.214
F -1.8367 -1.3129 0.4777  -0.392
H -2.6092 1.3790 -1.4397  0.375
N 1.9912 -0.3752 0.6180  -0.911
N -1.6812 1.6915 -0.8679  -0.863
H 0.3592 1.2077 -0.4312  0.253
C -0.6591 0.6311 -0.5796  -0.322
H 2.2154 -0.0234 1.5560  0.385
H 1.0215 -1.7643 -0.3064  0.189
H -0.3232 0.2379 -1.6987  0.205
H 2.7664 -0.8158 -0.2387  0.414
C 0.7086 -1.1504 0.6883  -0.278
F -0.7838 0.1136 1.7609  -0.313
H -1.2032 2.5424 -1.5001  0.372

Results
* structure (SMILES): NCC(F)(F)CN
* energy above the lowest of the compared OMol25 structures with the same formula, charge and spin: 93.1 kcal/mol
* HOMO-LUMO gap: 9.86 eV
* largest force on an atom: 6.07 eV/Å



[4]
# C40H58FKN2O2

C40H58FKN2O2 as an isolated structure (ωB97M-V with the def2-TZVPD basis set, the Open Molecules 2025 dataset).

Last column: Löwdin charge in e.
Positions of all 104 atoms, in Å:
H -3.1705 -0.0689 2.2659  0.070
K 2.0470 0.0482 -1.5660  0.739
H -2.5145 4.3267 -2.9736  0.074
N 2.5757 0.0144 1.2655  -0.151
C -1.0066 3.3431 -1.7923  -0.533
C -3.1896 -2.2649 -1.3224  -0.071
H 3.7441 -2.2640 -4.8468  0.057
H -3.3301 1.7365 4.8346  0.078
H 5.0640 2.1425 -1.7481  0.087
H -1.8314 -4.2487 -2.6428  0.074
C 5.4123 1.1137 -1.8605  -0.110
H -1.4527 -1.4784 5.2008  0.071
H -4.5726 3.2246 3.3997  0.072
N 4.7273 0.2687 -0.9060  -0.322
H 2.7083 1.8879 -4.6376  0.066
H -0.2408 5.3082 -1.2762  0.081
H -3.0150 -0.9582 4.5627  0.059
H -2.9358 -2.2574 5.7637  0.076
H -1.5974 -4.8854 3.5372  0.084
H -3.7876 -2.9393 -0.7055  0.063
H -4.6130 0.7129 2.9671  0.076
C -3.7219 3.3165 2.7158  -0.068
H 4.3792 -1.7662 -0.5312  0.079
C 0.5922 -1.5614 1.6857  -0.132
H 0.0176 -1.9332 -2.4642  0.066
H 2.6383 -2.0058 1.6480  0.117
H -3.1771 3.0895 -1.9006  0.077
C 3.0604 -0.1008 -7.3051  -0.330
C 0.6553 1.7073 1.2727  -0.129
C -2.4485 1.8019 4.1889  -0.076
C 2.9141 0.9646 -5.1826  -0.193
C -1.8207 2.6396 0.5110  -0.005
C -1.5345 -2.3512 2.5725  -0.211
C 3.2555 -0.1955 -4.4553  -0.168
C -2.4388 -1.8243 4.8886  -0.064
H -1.9587 -4.7007 -0.9274  0.075
C -1.9340 -2.5532 1.2518  -0.017
C -3.7593 0.8514 2.2915  -0.046
C -1.6843 -2.5678 -1.2600  -0.532
H -0.9215 2.7283 -3.8771  0.081
H 6.1085 -1.3465 -0.7176  0.084
H 3.5838 -2.1699 -7.2976  0.089
H -3.8064 -4.0545 2.6587  0.077
C -0.0409 4.5188 -2.0072  -0.054
H -0.3844 -4.2570 -1.6133  0.084
C -0.7858 2.7317 -0.4040  -0.089
H 0.9861 4.1791 -1.8884  0.069
H 2.1457 -1.0343 3.0502  0.116
C 3.4835 -1.3042 -5.2968  -0.197
H 2.7154 2.0720 1.4095  0.110
H -2.8028 2.9815 0.2095  0.081
H -3.5382 -2.3723 -2.3533  0.073
C -0.4133 1.6772 2.1528  -0.009
C -1.1295 -2.3108 0.1455  -0.091
H 4.5214 1.8240 0.4181  0.110
H -1.5097 1.4759 -2.7729  0.074
H -2.2364 -4.5399 5.1617  0.070
H -0.1738 4.9367 -3.0115  0.073
H -1.8218 2.6254 4.5405  0.086
C 3.3994 -1.2868 -6.6930  -0.084
H 5.0061 -1.3715 -2.1279  0.078
C 2.0254 1.2937 1.7442  -0.140
C 0.5255 2.2575 -0.0393  -0.374
H 0.1017 -1.5724 3.7458  0.103
H -4.3437 -3.5297 4.2578  0.075
H 0.2167 1.8653 -2.8385  0.061
H -0.6592 -3.8974 4.6568  0.078
C -1.0277 -1.6774 -2.3257  -0.052
H -1.0893 -0.6273 -2.0281  0.075
C -1.4534 -4.0379 -1.6359  -0.050
H -2.9324 -2.9325 1.0753  0.082
H 2.5352 1.9561 -7.0889  0.091
F 2.9684 -0.0555 -8.6816  -0.027
H 4.2718 0.4262 2.4730  0.119
H -3.3831 -1.2401 -0.9955  0.087
C -1.6717 -4.1256 4.3181  -0.061
C -2.3486 -2.8610 3.7627  -0.559
C -3.7833 -3.2254 3.3684  -0.075
H 5.8916 0.7626 0.7935  0.117
C -1.6768 2.1390 1.8081  -0.189
C -0.7856 2.2856 -2.8844  -0.039
H 4.3649 -1.0229 1.4894  0.100
C 2.8091 1.0393 -6.5756  -0.078
H 5.1628 0.7793 -2.8693  0.054
O 1.5341 2.3226 -0.8312  -0.228
C -2.4294 3.8826 -1.9777  -0.088
H -0.2319 1.2593 3.1372  0.099
H -3.1180 4.1729 3.0254  0.084
C 4.0201 0.0120 1.4766  -0.211
C 0.2472 -1.9537 0.3486  -0.355
H 2.0363 1.2905 2.8523  0.118
H -1.8860 0.8763 4.2949  0.051
H -4.1168 3.5259 1.7214  0.066
H -1.5560 -1.7935 -3.2772  0.082
C 5.0807 -1.1248 -1.0676  -0.103
C 4.8364 0.7785 0.4433  -0.209
C -0.2633 -1.7968 2.7445  -0.026
C -2.8818 2.0308 2.7391  -0.552
H 6.5112 1.1009 -1.7175  0.078
O 1.1416 -2.0085 -0.5615  -0.206
C 2.0169 -1.1578 1.9554  -0.149
H -2.6654 4.6547 -1.2405  0.078
H -4.2928 -2.3714 2.9163  0.079
H -4.1426 1.0243 1.2829  0.081

Results
* energy above the lowest of the compared OMol25 structures with the same formula, charge and spin: 1.4 kcal/mol
* HOMO-LUMO gap: 5.51 eV
* total charge: -2
* largest force on an atom: 0.74 eV/Å



> largest force on an atom of number 3 (C3H8F2N2)?

6.07 eV/Å



> energy above the lowest of the compared OMol25 structures with the same formula, charge and spin of number 3 (C3H8F2N2)?

93.1 kcal/mol



Repeat the third record exactly.
# C3H8F2N2

A single C3H8F2N2 molecule (ωB97M-V with the def2-TZVPD basis set, the Open Molecules 2025 dataset).

Last column: natural (NBO) charge in e.
Positions of all 15 atoms, in Å:
C -0.7046 -0.3466 0.5541  0.672
H 0.7388 -2.0147 1.4074  0.214
F -1.8367 -1.3129 0.4777  -0.392
H -2.6092 1.3790 -1.4397  0.375
N 1.9912 -0.3752 0.6180  -0.911
N -1.6812 1.6915 -0.8679  -0.863
H 0.3592 1.2077 -0.4312  0.253
C -0.6591 0.6311 -0.5796  -0.322
H 2.2154 -0.0234 1.5560  0.385
H 1.0215 -1.7643 -0.3064  0.189
H -0.3232 0.2379 -1.6987  0.205
H 2.7664 -0.8158 -0.2387  0.414
C 0.7086 -1.1504 0.6883  -0.278
F -0.7838 0.1136 1.7609  -0.313
H -1.2032 2.5424 -1.5001  0.372

Results
* structure (SMILES): NCC(F)(F)CN
* energy above the lowest of the compared OMol25 structures with the same formula, charge and spin: 93.1 kcal/mol
* HOMO-LUMO gap: 9.86 eV
* largest force on an atom: 6.07 eV/Å



Copy entry 2 word for word.
# FHOS

A 2-piece molecular cluster, FHOS overall (ωB97M-V with the def2-TZVPD basis set, the Open Molecules 2025 dataset).

Last column: natural (NBO) charge in e.
Positions of all 4 atoms, in Å:
O -0.6561 -0.9266 0.1797  -0.714
F 0.8266 1.3492 0.3991  -0.573
H -0.1526 1.2089 0.3687  0.571
S -0.0178 -1.6315 -0.9474  0.715

Results
* structure (SMILES): O=S.F
* energy above the lowest of the compared OMol25 structures with the same formula, charge and spin: 14.1 kcal/mol
* HOMO-LUMO gap (alpha / beta): 7.84 / 7.75 eV
* largest force on an atom: 2.98 eV/Å